Entry 1:
11
Properties=species:S:1:pos:R:3 method="wB97M-V/def2-TZVPD" charge=0 spin_multiplicity=3 mol_weight_g_mol=130.01
C 1.56742 -0.27925 0.24133
O -1.64238 1.02385 -1.00956
O 0.32543 -0.37622 -0.42296
O -1.98998 -0.98005 1.00461
O 0.16991 1.97087 0.54326
F -1.92659 -1.51745 -0.25964
P -0.60024 0.78795 0.11785
H 1.54520 0.06599 1.31015
H 2.29472 0.31969 -0.19565
H 2.04739 -1.29285 0.25761
H -1.79088 0.27747 -1.58699

Entry 2:
74
Properties=species:S:1:pos:R:3 method="wB97M-V/def2-TZVPD" charge=0 smiles="CN(C)P(=O)(N(C)C)N(C)C.C[N+](=O)[O-].C[N+](=O)[O-].C[N+](=O)[O-].ClCCCl.ClCCCl.ClCCCl" spin_multiplicity=1 mol_weight_g_mol=659.20
C -0.83037 -5.05921 3.77606
N 0.53747 -5.44475 3.95590
C 0.68886 -6.64324 4.77073
P 1.82798 -4.99314 2.89217
O 3.27912 -5.02668 3.31416
N 1.37761 -6.03509 1.55686
C 2.14468 -7.22379 1.13593
C 0.58426 -5.60237 0.45528
N 1.40628 -3.43484 2.26916
C 1.22008 -2.35778 3.28955
C 2.03833 -3.00615 1.00189
H -0.85861 -4.09306 3.27221
H -1.36367 -5.08323 4.72638
H -1.30066 -5.81570 3.14784
H 0.24256 -7.43268 4.16600
H 0.19006 -6.67097 5.73951
H 1.73133 -6.95418 4.83907
H 3.06901 -6.86187 0.68567
H 2.36659 -7.82082 2.02047
H 1.55662 -7.86074 0.47519
H 1.15648 -5.43527 -0.45726
H -0.05174 -6.35814 -0.00559
H -0.08769 -4.82666 0.82252
H 1.35991 -1.39762 2.79292
H 0.32682 -2.48828 3.90041
H 2.04529 -2.48226 3.99071
H 2.69949 -3.70997 0.49632
H 2.70022 -2.15358 1.15395
H 1.18612 -2.79283 0.35665
C -4.77621 -2.43458 0.13839
N -5.67656 -2.49490 -1.10915
O -6.84535 -2.97365 -0.87412
O -5.13680 -2.27725 -2.22700
H -3.81246 -2.20715 -0.31722
H -4.86738 -3.44949 0.52535
H -5.06950 -1.65469 0.84114
C 0.34760 3.64992 -2.19105
N -0.82624 3.15584 -1.35662
O -1.41805 4.13524 -0.83455
O -0.97062 1.98112 -1.29398
H 1.09087 3.39511 -1.43559
H 0.42328 4.73050 -2.31233
H 0.49365 3.15818 -3.15280
C 2.66843 5.28771 -8.83318
N 2.49756 6.60233 -8.20526
O 2.08039 6.62996 -7.04043
O 2.85979 7.58716 -8.82578
H 3.43150 4.75749 -8.26337
H 2.99230 5.39275 -9.86863
H 1.77986 4.67305 -8.68917
Cl -0.15932 4.46649 5.15339
C 1.53017 4.82568 5.55867
C 1.93249 5.91355 4.72731
Cl 2.02625 5.67759 2.91685
H 2.14511 3.96130 5.30806
H 1.61709 5.11825 6.60507
H 2.92260 6.24426 5.04103
H 1.25567 6.76792 4.73552
Cl -6.16637 8.06756 -0.85552
C -5.29885 8.46167 0.70030
C -6.37113 8.91324 1.66743
Cl -5.51900 9.20006 3.24186
H -4.46679 9.14840 0.54478
H -4.82492 7.49889 0.89142
H -7.17915 8.20760 1.86048
H -6.81219 9.87951 1.42269
Cl 4.16041 -0.74005 -4.57242
C 3.36255 -2.15028 -5.44599
C 1.84334 -1.87447 -5.74376
Cl 1.65739 -0.29610 -6.57015
H 3.29833 -2.97406 -4.73509
H 3.91364 -2.23527 -6.38257
H 1.16857 -1.99801 -4.89670
H 1.45559 -2.66365 -6.38793

Entry 3:
14
Properties=species:S:1:pos:R:3 method="wB97M-V/def2-TZVPD" charge=0 spin_multiplicity=1 relative_energy_ev=1.483 mol_weight_g_mol=101.10
H -0.71279 1.99327 -0.44427
N -0.10273 1.20336 -0.27884
C -0.72544 0.11596 -0.09152
C -2.21420 -0.10746 -0.12781
O -0.00623 -0.98762 0.22062
C 1.31539 -0.66102 0.65518
C 2.16641 0.01117 -0.40995
O 3.07567 0.75288 -0.13487
H -2.50117 -1.02044 0.39694
H -2.69428 0.74708 0.35735
H -2.58508 -0.15581 -1.15621
H 1.26484 0.01245 1.51583
H 1.77365 -1.60918 0.95066
H 1.94595 -0.29465 -1.45311

Entry 4:
101
Properties=species:S:1:pos:R:3 method="wB97M-V/def2-TZVPD" charge=+1 spin_multiplicity=6 relative_energy_ev=0.000 mol_weight_g_mol=762.74
Fe -0.49536 -0.46164 0.05371
C 3.33365 0.14333 1.72340
N 3.21806 -1.26325 2.06427
C 4.35009 -1.86837 2.75111
C 4.41173 -3.34889 2.44140
C 3.08668 -3.97677 2.81548
N 1.98103 -3.23329 2.22565
C 0.72786 -3.95636 2.10366
C 2.05837 -1.93162 1.84097
O 1.07862 -1.37779 1.30800
H 4.19904 0.29687 1.07504
H 3.47129 0.74361 2.62808
H 2.43749 0.46567 1.20357
H 4.27203 -1.70416 3.83223
H 5.25292 -1.36161 2.40955
H 5.22139 -3.82167 2.99551
H 4.60310 -3.49041 1.37552
H 2.97212 -4.01209 3.90473
H 3.03060 -5.00390 2.45068
H 0.80841 -4.74968 1.35553
H -0.06062 -3.27035 1.81125
H 0.47040 -4.41149 3.06248
C -1.50130 -1.35032 3.69609
P -1.86592 -0.42462 2.15388
C -3.68777 -0.36674 2.17152
C -1.35359 1.27159 2.58714
C -0.05164 1.47886 3.04710
C 0.40788 2.75888 3.31252
C -0.42572 3.85322 3.11388
C -1.71540 3.65830 2.64163
C -2.17550 2.37504 2.37558
H -0.42760 -1.52231 3.77329
H -1.99570 -2.32205 3.64649
H -1.84826 -0.81883 4.58211
H -4.06915 0.09791 3.08119
H -4.06547 -1.38833 2.11098
H -4.04678 0.17921 1.29905
H 0.60989 0.63148 3.19015
H 1.41428 2.90497 3.68674
H -0.07195 4.85219 3.33612
H -2.37046 4.50577 2.48468
H -3.18342 2.24069 2.00431
O 0.87163 1.08567 -0.22804
S 0.47521 2.51749 -0.54143
C 0.33954 2.63780 -2.35404
C 1.32636 1.79256 -3.08955
C 1.06376 0.43656 -3.27169
C 1.96092 -0.35985 -3.96602
C 3.13137 0.18680 -4.47647
C 3.39364 1.53786 -4.30546
C 2.49133 2.33806 -3.61854
C 2.02696 3.41543 -0.29480
C 1.84053 4.88436 -0.55253
C 0.84277 5.59500 0.11282
C 0.66124 6.94684 -0.13608
C 1.47846 7.60362 -1.04587
C 2.47987 6.90484 -1.70305
C 2.65697 5.55019 -1.45990
H 0.43394 3.70378 -2.57130
H -0.68587 2.32358 -2.55737
H 0.13407 0.02286 -2.89201
H 1.73782 -1.40697 -4.12971
H 3.82688 -0.43470 -5.02519
H 4.29153 1.97397 -4.72318
H 2.67785 3.40127 -3.51719
H 2.78303 2.96191 -0.93815
H 2.27715 3.20195 0.74684
H 0.20639 5.08579 0.82683
H -0.11738 7.48988 0.38353
H 1.33784 8.65895 -1.23771
H 3.12641 7.41450 -2.40508
H 3.44973 5.00986 -1.96504
O -6.11988 -4.32082 -0.52810
C -5.33868 -5.13192 -1.37943
N -4.06551 -4.46075 -1.46406
C -2.91372 -5.12724 -1.70702
O -2.87294 -6.31750 -1.95421
C -1.66113 -4.30464 -1.66081
C -0.54100 -4.74950 -2.35413
C 0.61940 -3.99774 -2.30941
C 0.63074 -2.83121 -1.56397
N -0.43623 -2.41174 -0.88108
C -1.55538 -3.13545 -0.93117
H -7.00036 -4.70109 -0.45352
H -5.79842 -5.21982 -2.36927
H -5.17067 -6.13206 -0.97653
H -4.08303 -3.45877 -1.36312
H -0.60648 -5.67665 -2.90854
H 1.50927 -4.30641 -2.84016
H 1.51898 -2.21507 -1.48797
H -2.38166 -2.74872 -0.34787
C -4.06255 -0.31924 -2.08739
O -2.83556 -0.47558 -1.39511
C -2.15078 0.62713 -0.82221
C -2.86562 1.92853 -1.00951
H -4.85799 0.06063 -1.44153
H -4.34559 -1.30881 -2.44766
H -3.96352 0.34103 -2.95124
H -2.99164 2.22082 -2.06301
H -2.30795 2.72957 -0.51834
H -3.87736 1.94213 -0.57454

The records above give, respectively, DFT total energy values of -782.470119, -4552.289616, -361.826362, -4076.878551 Ha.
The records above give, respectively, maximum force values of 0.0777, 0.0992, 0.0106, 0.0102 hartree/bohr.